Density functional theory data (wB97M-V/def2-TZVPD) for a cluster of 12 separate species, C28H80O12 in total.

Properties
Charge   0
SMILES   CC(C)O.CC(C)O.CC(C)O.CC(C)O.CC(C)O.CC(C)O.CC(C)O.CC(C)O.CO.CO.CO.CO
Relative energy (zero: lowest compared OMol25 entry of this formula, charge and spin)   451.38 kJ/mol
F_max   3.86 eV Å⁻¹
Gap between HOMO and LUMO   10.03 eV

Element x y z (Å)
C  -10.081  -6.761  8.343
C  -11.419  -6.465  7.607
C  -11.303  -5.468  6.429
O  -11.837  -7.706  7.137
H  -9.584  -5.958  8.888
H  -9.312  -7.102  7.650
H  -10.116  -7.662  8.956
H  -12.165  -6.106  8.315
H  -10.513  -5.772  5.743
H  -11.036  -4.520  6.897
H  -12.194  -5.405  5.804
H  -11.935  -8.345  7.846
C  -4.756  -5.752  4.132
C  -3.391  -5.154  3.639
C  -2.964  -5.823  2.372
O  -3.703  -3.809  3.470
H  -5.104  -5.136  4.962
H  -4.725  -6.798  4.435
H  -5.557  -5.623  3.404
H  -2.517  -5.208  4.289
H  -3.777  -6.051  1.684
H  -2.479  -6.771  2.608
H  -2.163  -5.252  1.902
H  -3.817  -3.371  4.317
C  -17.514  1.160  7.066
C  -17.669  -0.299  6.736
C  -16.390  -0.949  6.251
O  -18.110  -0.953  7.909
H  -16.995  1.249  8.020
H  -18.497  1.584  7.274
H  -16.968  1.760  6.338
H  -18.509  -0.495  6.070
H  -15.917  -0.343  5.478
H  -16.591  -1.929  5.819
H  -15.730  -1.072  7.110
H  -18.466  -1.797  7.621
C  -15.527  -9.409  1.322
C  -14.896  -9.451  2.734
C  -15.056  -10.861  3.310
O  -13.552  -9.183  2.610
H  -15.230  -10.244  0.687
H  -15.251  -8.497  0.792
H  -16.606  -9.514  1.435
H  -15.323  -8.716  3.416
H  -14.719  -11.617  2.601
H  -16.087  -11.091  3.581
H  -14.370  -11.016  4.143
H  -13.237  -8.979  3.493
C  -12.534  -2.248  11.812
C  -12.679  -3.014  13.130
C  -11.574  -4.062  13.279
O  -12.528  -2.001  14.141
H  -12.874  -2.905  11.011
H  -11.505  -1.904  11.716
H  -13.098  -1.319  11.730
H  -13.630  -3.518  13.305
H  -10.621  -3.628  12.977
H  -11.884  -4.948  12.725
H  -11.472  -4.240  14.350
H  -12.715  -2.333  15.022
C  -6.704  -0.827  7.577
C  -5.534  -1.142  8.581
C  -5.746  -2.314  9.482
O  -4.457  -1.364  7.794
H  -6.937  -1.697  6.962
H  -6.432  0.095  7.062
H  -7.632  -0.638  8.116
H  -5.249  -0.236  9.116
H  -4.860  -2.488  10.093
H  -5.911  -3.127  8.776
H  -6.608  -2.196  10.140
H  -3.656  -1.566  8.282
C  -7.704  -12.249  16.854
C  -7.765  -11.616  15.456
C  -8.837  -10.548  15.360
O  -6.565  -10.936  15.286
H  -6.906  -12.991  16.863
H  -8.667  -12.739  17.000
H  -7.451  -11.536  17.639
H  -7.838  -12.384  14.686
H  -8.642  -9.875  14.525
H  -8.820  -9.960  16.278
H  -9.801  -10.970  15.076
H  -6.726  -10.053  15.627
C  -5.563  -11.913  9.350
C  -5.333  -13.306  8.933
C  -3.785  -13.554  8.733
O  -5.639  -14.186  9.987
H  -4.835  -11.675  10.126
H  -6.589  -11.788  9.696
H  -5.324  -11.141  8.619
H  -5.878  -13.579  8.029
H  -3.298  -13.398  9.695
H  -3.325  -12.906  7.987
H  -3.719  -14.592  8.406
H  -5.024  -14.057  10.712
C  -11.971  0.197  2.326
O  -11.117  -0.193  3.430
H  -12.675  0.931  2.718
H  -11.422  0.661  1.507
H  -12.393  -0.684  1.842
H  -10.368  -0.689  3.092
C  -17.003  -7.756  9.627
O  -16.586  -7.431  8.340
H  -16.642  -6.982  10.304
H  -18.078  -7.604  9.723
H  -16.742  -8.735  10.029
H  -15.654  -7.640  8.237
C  -11.808  -12.584  9.454
O  -12.707  -11.550  9.928
H  -12.285  -13.555  9.325
H  -11.423  -12.352  8.460
H  -10.953  -12.787  10.099
H  -13.150  -11.951  10.679
C  -12.024  -5.111  -0.631
O  -12.124  -4.223  -1.760
H  -11.047  -5.057  -0.150
H  -12.883  -4.866  -0.007
H  -12.171  -6.145  -0.943
H  -13.051  -3.982  -1.835

***

Density functional theory data (wB97M-V/def2-TZVPD) for the molecule C12H20NP.

Properties
Charge   0
SMILES   CCN(CC)P(CC)c1ccccc1
Relative energy (zero: lowest compared OMol25 entry of this formula, charge and spin)   220.93 kJ/mol
F_max   5.42 eV Å⁻¹
Gap between HOMO and LUMO   8.20 eV

Element x y z (Å)
C  0.875  0.583  3.283
C  -0.047  -0.457  2.604
N  0.216  -0.381  1.235
C  1.002  -1.557  0.746
C  0.218  -2.754  0.454
P  -1.165  0.374  0.014
C  -0.407  2.063  0.243
C  -0.821  2.902  -0.933
C  -0.556  0.026  -1.699
C  0.784  0.077  -2.151
C  1.166  -0.429  -3.411
C  0.277  -1.003  -4.255
C  -1.081  -1.085  -3.806
C  -1.440  -0.608  -2.583
H  0.303  1.456  3.472
H  1.385  0.149  4.121
H  1.648  0.787  2.604
H  0.255  -1.363  3.111
H  -1.123  -0.342  2.760
H  1.700  -1.769  1.610
H  1.710  -1.368  -0.105
H  -0.411  -2.981  1.272
H  -0.498  -2.472  -0.408
H  0.785  -3.736  0.244
H  -0.671  2.520  1.252
H  0.632  1.827  0.444
H  -0.195  2.585  -1.727
H  -1.775  2.721  -1.300
H  -0.474  3.965  -0.753
H  1.518  0.611  -1.497
H  2.140  -0.172  -3.804
H  0.716  -1.472  -5.072
H  -1.797  -1.715  -4.410
H  -2.404  -0.700  -2.226

***

Density functional theory data (wB97M-V/def2-TZVPD) for a structure of composition C20H22FeNO2S.

Properties
Charge   +1
Relative energy (zero: lowest compared OMol25 entry of this formula, charge and spin)   103.73 kJ/mol
F_max   5.96 eV Å⁻¹
Gap between HOMO and LUMO (alpha / beta)   5.24 / 5.17 eV
Spin multiplicity   5

Element x y z (Å)
C  -2.587  -1.408  1.972
C  -1.257  -1.323  2.666
C  -0.372  -0.250  2.911
Fe  0.571  -0.607  1.164
C  0.349  1.222  0.823
O  -0.010  2.306  0.603
C  -0.578  -0.347  -0.302
O  -1.162  -0.068  -1.269
C  2.440  -0.926  1.834
C  2.397  -0.374  0.504
C  1.651  -1.291  -0.332
C  1.251  -2.410  0.486
C  1.702  -2.169  1.827
H  -3.343  -1.889  2.618
H  -3.009  -0.436  1.682
H  -2.525  -2.063  1.081
H  -0.974  -2.271  3.140
H  -0.756  0.771  3.027
H  0.388  -0.486  3.681
H  3.013  -0.515  2.663
H  2.952  0.500  0.165
H  1.575  -1.229  -1.419
H  0.748  -3.312  0.128
H  1.610  -2.857  2.664
C  0.484  5.284  4.774
S  0.469  3.624  3.967
C  1.073  2.742  5.455
C  -1.155  3.106  3.795
C  -2.127  3.934  3.139
C  -3.482  3.974  3.598
C  -4.432  4.726  2.927
C  -4.085  5.449  1.776
C  -5.101  6.117  1.011
N  -5.935  6.656  0.390
C  -2.737  5.509  1.373
C  -1.770  4.757  2.022
H  0.092  6.040  4.087
H  -0.105  5.253  5.699
H  1.536  5.505  4.998
H  1.078  1.669  5.242
H  2.096  3.091  5.641
H  0.422  2.987  6.304
H  -1.463  2.217  4.353
H  -3.735  3.422  4.509
H  -5.457  4.768  3.297
H  -2.465  6.164  0.541
H  -0.732  4.746  1.664

***

Density functional theory data (wB97M-V/def2-TZVPD) for a cluster of 2 separate species, C2H7NOS2 in total.

Properties
Charge   0
SMILES   NC=O.CSS
Relative energy (zero: lowest compared OMol25 entry of this formula, charge and spin)   59.44 kJ/mol
F_max   2.62 eV Å⁻¹
Gap between HOMO and LUMO   9.43 eV

Element x y z (Å)
N  0.758  1.917  -0.594
C  1.856  1.429  -1.221
O  2.254  0.295  -1.033
H  0.485  1.544  0.293
H  0.070  2.470  -1.078
H  2.336  2.083  -1.965
C  -1.148  -2.032  0.188
S  -2.202  -1.529  1.484
S  -1.417  0.441  1.768
H  -1.202  -1.466  -0.742
H  -1.296  -3.078  -0.113
H  -0.087  -2.077  0.478
H  -0.408  0.003  2.535

***

Density functional theory data (wB97M-V/def2-TZVPD) for a structure of composition C3H5HgO4.

Properties
Charge   -1
Relative energy (zero: lowest compared OMol25 entry of this formula, charge and spin)   0.00 kJ/mol
F_max   3.09 eV Å⁻¹
Gap between HOMO and LUMO (alpha / beta)   7.03 / 5.18 eV
Spin multiplicity   3

Element x y z (Å)
C  -1.181  0.835  -1.314
C  -0.128  -0.113  -1.853
O  1.128  0.139  -1.413
Hg  1.595  0.603  0.867
H  -2.115  0.728  -1.879
H  -1.368  0.619  -0.251
H  -0.835  1.879  -1.356
H  -0.106  -0.180  -2.963
H  -0.337  -1.217  -1.500
O  0.549  -1.234  1.730
C  0.842  -0.844  2.942
O  1.515  0.264  3.037
O  0.441  -1.478  3.955

***

Density functional theory data (wB97M-V/def2-TZVPD) for a structure of composition C26H38BBeBrF4KN3O14PV.

Properties
Charge   0
F_max   5.23 eV Å⁻¹
Gap between HOMO and LUMO   1.72 eV

Element x y z (Å)
C  3.880  5.676  1.027
N  2.500  5.663  1.595
C  1.982  4.261  1.831
C  1.679  3.617  0.388
C  0.493  4.242  -0.471
C  0.225  3.649  -1.899
C  1.139  2.472  -2.395
C  2.286  1.870  -1.556
C  2.576  2.449  -0.111
C  3.806  1.779  0.683
O  3.819  1.458  1.901
C  5.106  1.455  -0.225
C  6.531  1.728  0.307
C  7.731  1.416  -0.625
C  7.443  0.807  -2.026
C  6.000  0.519  -2.580
C  4.805  0.874  -1.662
C  3.254  0.691  -2.077
O  2.818  -0.290  -2.736
H  4.110  6.789  0.700
H  4.714  5.377  1.779
H  4.024  5.040  0.085
H  1.831  6.202  1.029
H  0.980  4.312  2.427
H  2.707  3.670  2.483
H  -0.123  5.125  -0.073
H  -0.599  4.089  -2.573
H  0.938  2.053  -3.434
H  6.621  2.166  1.368
H  8.777  1.651  -0.226
H  8.358  0.591  -2.687
H  5.803  0.068  -3.612
B  1.302  0.966  4.631
F  1.008  1.981  3.649
F  1.390  -0.313  3.984
F  2.553  1.266  5.271
F  0.259  0.934  5.611
O  0.601  -1.133  -5.636
V  1.120  -2.695  -5.059
O  1.642  -4.248  -4.490
K  5.483  7.731  1.782
O  -1.116  6.332  1.834
P  -1.775  6.021  3.182
O  -3.172  5.436  2.957
O  -1.887  7.309  4.004
O  -0.912  5.005  3.937
C  -2.927  -3.509  -2.608
C  -3.405  -3.539  -4.031
O  -2.703  -4.013  -4.955
N  -4.632  -3.036  -4.307
C  -5.589  -2.446  -3.390
H  -1.929  -3.947  -2.553
H  -2.871  -2.478  -2.253
H  -3.596  -4.094  -1.974
H  -4.882  -3.095  -5.288
H  -6.511  -3.028  -3.440
H  -5.793  -1.426  -3.718
H  -5.224  -2.432  -2.365
C  -6.193  -0.556  3.041
O  -5.293  0.390  2.473
C  -4.167  0.583  3.194
O  -3.892  0.033  4.232
O  -3.415  1.488  2.555
C  -2.177  1.797  3.208
H  -7.058  -0.631  2.381
H  -5.724  -1.541  3.110
H  -6.535  -0.221  4.023
H  -1.547  0.909  3.283
H  -2.359  2.226  4.195
H  -1.653  2.538  2.604
C  -2.281  -7.584  -0.942
C  -3.560  -6.934  -1.356
O  -3.923  -5.838  -0.993
N  -4.557  -7.568  -2.182
C  -4.210  -8.722  -3.039
H  -1.475  -6.849  -0.996
H  -2.382  -7.944  0.084
H  -2.021  -8.420  -1.591
H  -5.317  -7.788  -1.525
H  -4.965  -6.775  -2.693
H  -5.095  -8.977  -3.615
H  -3.923  -9.564  -2.405
H  -3.396  -8.429  -3.715
Be  -2.633  -2.434  -5.933
C  5.258  3.081  4.626
O  5.449  1.846  3.972
H  6.226  3.460  4.959
H  4.814  3.786  3.925
H  4.604  2.948  5.491
H  4.572  1.541  3.687
Br  -3.850  -8.978  -5.587

***

Q: Which formula does entry 5 have?
A: C3H5HgO4

***

Q: The highest F_max belongs to which entry?
A: C20H22FeNO2S